No. 1
16
Properties=species:S:1:pos:R:3:forces:R:3 method="wB97M-V/def2-TZVPD" charge=+1 lumo_energy_ev=-3.36 e_homo_ev=-14.54 gap_ev=11.178 energy_ha=-342.19289 relative_energy_kj_mol=431.6
C 1.422 0.512 0.962 -0.355 -0.651 0.563
C 1.885 -1.618 -0.524 2.043 -1.044 -0.362
C -2.068 0.084 0.394 -3.095 -1.905 2.040
C 1.520 -0.476 -0.067 -0.519 1.449 0.481
N 0.917 0.848 -0.368 -0.893 0.146 -1.175
N -3.223 -0.412 0.497 0.157 0.043 -0.934
O -1.590 0.735 -0.651 -0.422 1.233 -1.813
H 0.694 0.468 1.745 -0.313 -0.014 0.282
H 2.315 0.996 1.194 1.331 0.828 0.571
H 2.066 -1.921 -1.525 -0.920 0.165 -1.126
H 2.500 -2.273 0.090 -0.637 0.093 0.686
H -1.516 -0.076 1.297 1.333 0.557 -0.008
H 1.294 1.621 -0.918 0.802 -0.487 0.099
H -0.136 0.898 -0.476 0.793 -0.289 -0.093
H -3.736 -0.333 -0.396 -0.219 0.008 0.446
H -2.345 0.948 -1.254 0.914 -0.132 0.344

No. 2
11
Properties=species:S:1:pos:R:3:forces:R:3 method="wB97M-V/def2-TZVPD" charge=+1 lumo_energy_ev="-5.93 / -5.82" s2=0.7515 e_homo_ev="-12.88 / -12.89" gap_ev="6.943 / 7.068" energy_ha=-817.26399 spin_multiplicity=2 relative_energy_kj_mol=14.5
O 0.593 -0.531 -2.499 2.262 -1.204 1.731
C -0.119 0.576 -2.547 -5.650 -0.532 -0.081
O 0.437 1.505 -1.796 2.271 0.287 2.335
O -1.313 0.612 -2.909 3.687 0.236 0.212
C -0.241 0.284 1.788 2.412 1.128 0.559
C -0.243 -1.047 1.640 -0.240 0.069 -0.679
H -0.926 1.055 1.432 -0.321 -0.673 -0.220
H -0.979 -1.561 1.016 -0.187 0.127 0.478
H 0.505 -1.690 2.111 -0.046 0.259 -0.040
Ce 1.606 0.014 -0.523 -2.576 1.202 -4.114
H 0.680 0.783 2.286 -1.613 -0.899 -0.182

No. 3
78
Properties=species:S:1:pos:R:3:forces:R:3 method="wB97M-V/def2-TZVPD" charge=+1 lumo_energy_ev=-4.97 e_homo_ev=-10.92 gap_ev=5.947 energy_ha=-1708.13606
C 2.215 3.032 4.371 -0.418 -0.168 0.260
N 1.869 2.254 3.199 0.531 -0.400 -1.563
C 2.663 2.289 2.073 -0.581 -0.197 0.981
O 3.663 2.950 1.894 -0.691 -0.276 -0.039
C 2.087 1.273 1.105 -0.312 -0.348 -1.030
C 3.155 0.253 0.720 0.270 -0.224 -0.447
C 3.651 -0.505 1.914 -0.121 0.047 0.162
C 4.655 0.021 2.712 0.002 0.255 -0.093
C 5.064 -0.638 3.853 0.151 0.126 0.132
C 4.468 -1.827 4.215 0.165 -0.201 0.217
C 3.456 -2.350 3.440 -0.190 -0.251 0.060
C 3.048 -1.691 2.299 -0.091 0.124 -0.069
N 0.938 0.624 1.799 -1.087 -0.193 -1.401
C -0.010 -0.137 1.176 2.473 2.287 1.270
C -1.048 -0.730 1.861 -1.353 -0.757 0.403
C -2.156 -1.294 1.258 1.231 0.706 0.434
C -3.256 -1.854 1.966 -0.831 -0.418 0.481
C -4.463 -2.117 1.292 0.529 0.201 -0.014
C -5.550 -2.628 1.961 -0.300 -0.038 -0.014
C -5.466 -2.911 3.314 -0.057 0.018 -0.126
C -4.287 -2.672 3.999 0.090 -0.022 0.225
C -3.198 -2.146 3.344 0.101 0.099 -0.376
C 0.785 1.248 3.144 0.743 0.002 0.789
C -0.564 1.854 3.331 -0.412 0.099 -0.126
C -1.002 2.840 2.557 -0.225 -0.128 0.372
C -2.324 3.463 2.649 -0.224 0.190 -0.082
C -2.627 4.564 1.849 0.245 -0.202 0.040
C -3.861 5.176 1.922 -0.095 0.215 -0.123
C -4.820 4.704 2.795 -0.187 0.189 -0.076
C -4.540 3.616 3.596 -0.003 -0.211 0.200
C -3.307 3.002 3.523 0.130 -0.046 -0.045
H 3.075 3.665 4.154 -0.110 -0.169 -0.226
H 1.373 3.659 4.656 -0.024 0.050 0.110
H 2.471 2.366 5.193 0.011 -0.023 0.164
H 1.692 1.801 0.226 0.221 -0.090 0.046
H 2.754 -0.443 -0.021 -0.092 0.035 0.003
H 3.992 0.766 0.236 -0.240 0.154 0.079
H 5.076 0.977 2.452 0.256 0.108 -0.083
H 5.844 -0.218 4.465 0.158 0.075 0.080
H 4.804 -2.353 5.094 0.010 -0.064 0.158
H 2.979 -3.271 3.728 -0.085 -0.222 0.036
H 2.235 -2.079 1.711 -0.164 -0.286 -0.243
H 0.038 -0.208 0.104 0.407 -0.105 -0.352
H -1.009 -0.690 2.935 -0.012 -0.031 0.196
H -2.225 -1.258 0.185 -0.023 -0.045 -0.393
H -4.536 -1.880 0.245 -0.021 -0.009 -0.268
H -6.477 -2.796 1.435 -0.056 -0.047 -0.082
H -6.320 -3.316 3.834 -0.083 -0.047 0.057
H -4.226 -2.899 5.052 0.052 -0.023 0.106
H -2.283 -1.981 3.884 0.187 0.001 0.193
H 0.987 0.487 3.907 -0.072 -0.008 -0.034
H -1.213 1.430 4.075 0.026 -0.115 0.322
H -0.337 3.218 1.800 0.202 0.308 -0.310
H -1.879 4.940 1.173 0.175 0.116 -0.186
H -4.078 6.032 1.303 0.015 0.089 -0.100
H -5.784 5.183 2.854 -0.093 0.065 0.000
H -5.283 3.250 4.286 -0.074 -0.074 0.076
H -3.102 2.156 4.153 -0.032 -0.227 0.210
C 3.931 -6.042 1.109 1.488 -0.703 0.451
O 2.885 -5.280 0.600 -2.044 0.402 0.026
C 1.699 -5.715 1.111 -0.725 -0.522 0.536
C 0.493 -4.923 0.649 -0.797 0.371 0.002
C 0.363 -4.879 -0.887 0.004 -0.121 -0.076
C -1.158 -4.941 -1.185 0.085 -0.124 0.056
C -1.841 -5.163 0.180 0.100 0.019 0.545
N -0.775 -5.506 1.135 0.731 0.009 -0.426
O 1.572 -6.644 1.878 0.719 0.763 -0.590
H 4.873 -5.610 0.762 -0.229 -0.019 -0.022
H 3.888 -6.018 2.201 0.225 -0.210 -0.127
H 3.834 -7.072 0.755 0.196 0.063 0.207
H 0.577 -3.900 1.045 0.377 0.147 -0.107
H 0.842 -3.989 -1.311 -0.100 -0.197 0.143
H 0.886 -5.745 -1.308 -0.178 0.140 -0.004
H -1.517 -4.018 -1.659 0.089 -0.183 0.124
H -1.388 -5.760 -1.879 0.102 0.238 0.238
H -2.361 -4.262 0.524 -0.168 0.139 -0.235
H -2.578 -5.973 0.151 0.092 0.138 -0.042
H -0.965 -5.249 2.108 0.013 -0.243 -0.661